Density functional theory data (wB97M-V/def2-TZVPD) for C36H39ClP2Pt as an isolated structure in a non-equilibrium geometry.

Geometry as XYZ:
```
79
C36H39ClP2Pt, DFT wB97M-V/def2-TZVPD
Pt -0.002 -1.306 -1.049
Cl 0.801 -2.323 2.243
P 1.800 0.144 -0.527
P -1.063 1.826 2.162
C -0.742 1.718 -2.159
C 0.685 1.682 -2.790
C -0.684 -3.914 -2.041
C 0.476 -3.200 -1.784
C -0.011 -2.642 0.691
C 3.410 -0.725 -0.328
C -3.642 0.969 1.451
C 1.866 -4.859 -2.785
C 0.702 -5.534 -3.159
C -0.855 -0.647 -3.879
C 1.454 1.564 0.507
C -1.046 0.064 2.577
C 4.879 -2.277 0.882
C 0.312 2.183 1.027
C -3.108 3.298 0.995
C 1.756 -3.606 -2.138
C 4.520 -0.363 -1.129
C 0.386 -0.838 -2.970
C -4.389 3.477 0.484
C -5.287 2.406 0.420
C 0.610 2.574 4.174
C -1.659 3.471 4.352
C -2.184 -0.869 -3.124
C -1.296 4.093 5.548
C 5.997 -1.766 0.209
C 1.292 0.290 -2.493
C -0.701 2.686 3.685
C 3.600 -1.802 0.565
C 0.965 3.204 5.368
C -1.069 0.516 -1.277
C 5.797 -0.857 -0.841
C -1.948 -0.549 -1.665
C -2.724 2.039 1.489
C -0.582 -5.071 -2.847
C 0.002 3.960 6.050
C -4.903 1.152 0.888
H 0.653 1.849 -3.883
H 0.281 4.452 6.984
H -1.033 0.699 -0.182
H -0.854 2.619 -1.549
H 2.295 0.177 -2.935
H -4.668 4.456 0.101
H 4.341 0.320 -1.964
H 0.383 3.291 1.029
H -1.643 -3.463 -1.774
H -0.859 0.315 -4.415
H -1.494 1.827 -2.960
H 7.007 -2.083 0.486
H 1.310 2.501 -2.390
H -2.802 -0.752 -1.012
H 5.022 -3.029 1.661
H -1.067 -2.802 0.923
H -3.030 -0.357 -3.623
H 2.859 -5.281 -2.983
H -2.657 3.590 3.928
H 6.649 -0.516 -1.430
H -6.266 2.551 -0.037
H -1.833 -0.173 3.306
H 2.413 2.061 0.760
H -2.381 4.112 1.019
H -0.748 -1.409 -4.656
H -5.577 0.292 0.784
H 0.466 -3.611 0.441
H -2.042 4.671 6.099
H 1.977 3.081 5.752
H -1.190 -0.537 1.652
H -1.498 -5.584 -3.157
H -0.056 -0.185 3.006
H 0.808 -6.490 -3.677
H -3.386 -0.008 1.857
H 2.733 -2.264 1.038
H 1.004 -1.663 -3.363
H 1.357 2.012 3.608
H -2.477 -1.930 -3.183
H 2.589 -2.907 -2.044
```

Output
total charge = +2
frontier orbital gap (spin up / spin down) = 7.11 / 4.70 eV
DFT total energy = -72287.908 eV
largest force on an atom = 3.61 eV/A
E_HOMO (spin up / spin down) = -12.2447 / -13.8914 eV
spin multiplicity = 5

Quick look at the Mulliken charges, all values in e: atom 1 (Pt): 1.162, atom 2 (Cl): -0.107, atom 3 (P): 0.439, atom 4 (P): 1.388, atom 5 (C): -1.310, atom 6 (C): -1.531, atom 7 (C): -0.034, atom 8 (C): 0.025, atom 9 (C): -1.341, atom 10 (C): 0.725, atom 11 (C): -0.309, atom 12 (C): -0.721, atom 13 (C): -0.585, atom 14 (C): -1.572, atom 15 (C): 0.084, atom 16 (C): -1.359, atom 17 (C): -0.948, atom 18 (C): -1.290, atom 19 (C): -0.335, atom 20 (C): 0.302, atom 21 (C): -0.460, atom 22 (C): -0.722, atom 23 (C): -0.800, atom 24 (C): -0.520, atom 25 (C): -0.409, atom 26 (C): -0.325, atom 27 (C): -0.705, atom 28 (C): -0.687, atom 29 (C): -0.456, atom 30 (C): -0.341, atom 31 (C): 0.337, atom 32 (C): 0.234, atom 33 (C): -0.726, atom 34 (C): 0.465, atom 35 (C): -0.781, atom 36 (C): -0.146, atom 37 (C): 0.455, atom 38 (C): -1.062, atom 39 (C): -0.486, atom 40 (C): -0.632, atom 41 (H): 0.510, atom 42 (H): 0.397, atom 43 (H): -0.616, atom 44 (H): 0.310, atom 45 (H): 0.931, atom 46 (H): 0.441, atom 47 (H): 0.382, atom 48 (H): 0.548, atom 49 (H): 0.547, atom 50 (H): 0.298, atom 51 (H): 0.573, atom 52 (H): 0.422, atom 53 (H): 0.432, atom 54 (H): 0.423, atom 55 (H): 0.435, atom 56 (H): 0.676, atom 57 (H): 0.491, atom 58 (H): 0.450, atom 59 (H): 0.408, atom 60 (H): 0.420, atom 61 (H): 0.433, atom 62 (H): 0.503, atom 63 (H): 0.570, atom 64 (H): 0.535, atom 65 (H): 0.449, atom 66 (H): 0.453, atom 67 (H): 0.654, atom 68 (H): 0.405, atom 69 (H): 0.420, atom 70 (H): -0.037, atom 71 (H): 0.466, atom 72 (H): 0.457, atom 73 (H): 0.410, atom 74 (H): 0.392, atom 75 (H): 0.055, atom 76 (H): 1.289, atom 77 (H): 0.297, atom 78 (H): 0.412, atom 79 (H): 0.439

---

Density functional theory data (wB97M-V/def2-TZVPD) for C7H7I3 as an isolated structure in a non-equilibrium geometry.

Geometry as XYZ:
```
17
C7H7I3, DFT wB97M-V/def2-TZVPD
I -2.048 -0.959 2.934
I 0.155 1.850 -2.040
I -2.869 -1.986 -0.317
C 0.661 1.293 1.178
C -0.610 1.175 1.657
C 1.348 -1.096 -1.832
C -1.564 0.144 1.233
C -1.982 -0.198 0.036
C 0.910 0.111 -1.016
C 1.218 0.309 0.285
H 1.793 -1.804 -1.060
H -1.846 0.475 -0.842
H 2.045 -0.963 -2.729
H -1.050 1.781 2.422
H 1.463 1.911 1.589
H 1.812 -0.435 0.775
H 0.565 -1.611 -2.274
```

Output
frontier orbital gap (spin up / spin down) = 5.60 / 5.25 eV
DFT total energy = -31667.978 eV
largest force on an atom = 6.46 eV/A
E_HOMO (spin up / spin down) = -5.2738 / -8.6250 eV
spin multiplicity = 3

Quick look at the Mulliken charges, all values in e: atom 1 (I): 0.102, atom 2 (I): 0.081, atom 3 (I): 0.125, atom 4 (C): -0.733, atom 5 (C): -0.454, atom 6 (C): -1.092, atom 7 (C): -0.251, atom 8 (C): -0.179, atom 9 (C): 0.251, atom 10 (C): -0.259, atom 11 (H): 0.298, atom 12 (H): 0.298, atom 13 (H): 0.297, atom 14 (H): 0.473, atom 15 (H): 0.394, atom 16 (H): 0.321, atom 17 (H): 0.327

---

Density functional theory data (wB97M-V/def2-TZVPD) for a 2-piece molecular cluster, C10H17N2 overall in a non-equilibrium geometry.

Geometry as XYZ:
```
29
C10H17N2, DFT wB97M-V/def2-TZVPD
N -0.319 0.195 2.323
N 0.304 -0.074 -0.965
C -1.057 0.964 3.175
C 1.219 2.144 -0.503
C 0.636 -2.028 0.243
C -0.815 -2.128 -0.382
C -1.985 1.313 1.084
C -0.846 -0.906 -1.271
C 1.349 -0.925 -0.540
C -1.027 0.405 1.134
C -2.105 1.598 2.453
C 0.639 1.196 -1.580
H -2.752 1.628 0.340
H 1.197 -2.998 0.327
H 0.548 -0.239 2.434
H -1.027 -3.046 -0.962
H 2.172 1.698 -0.072
H 2.015 -0.542 0.213
H -0.699 0.972 4.214
H 0.443 -1.674 1.255
H -1.528 -2.214 0.517
H 1.883 -1.260 -1.445
H -2.931 2.279 2.702
H 1.499 3.049 -1.107
H -1.797 -0.387 -1.093
H 0.596 2.266 0.302
H 1.452 0.998 -2.382
H -0.787 -1.002 -2.329
H -0.193 1.601 -2.067
```

Output
total charge = +1
frontier orbital gap (spin up / spin down) = 7.00 / 7.03 eV
DFT total energy = -13614.073 eV
largest force on an atom = 4.95 eV/A
E_HOMO (spin up / spin down) = -12.8687 / -12.8780 eV

Quick look at the Mulliken charges, all values in e: atom 1 (N): 0.134, atom 2 (N): 0.422, atom 3 (C): -0.578, atom 4 (C): -0.996, atom 5 (C): -0.620, atom 6 (C): -0.389, atom 7 (C): -0.206, atom 8 (C): -0.848, atom 9 (C): -0.636, atom 10 (C): 0.011, atom 11 (C): -0.522, atom 12 (C): -0.671, atom 13 (H): 0.422, atom 14 (H): 0.440, atom 15 (H): 0.208, atom 16 (H): 0.372, atom 17 (H): 0.275, atom 18 (H): 0.252, atom 19 (H): 0.436, atom 20 (H): 0.047, atom 21 (H): 0.234, atom 22 (H): 0.483, atom 23 (H): 0.416, atom 24 (H): 0.381, atom 25 (H): 0.268, atom 26 (H): 0.296, atom 27 (H): 0.325, atom 28 (H): 0.603, atom 29 (H): 0.442